--- one ---
Molecular formula: C42H56BaClN6O2S2
Method: DFT, ωB97M-V/def2-TZVPD

Summary:
HOMO-LUMO gap in eV: 7.05
Net charge: +1

Atoms and positions in Å:
C: -1.38255 2.56215 3.04297
C: 4.24992 -0.80825 -4.45099
H: -2.79951 5.41771 3.13796
C: -0.48576 1.41554 1.03359
C: -3.08692 3.73371 0.54804
N: 0.90427 1.72248 -3.60388
H: 0.67470 -4.75676 -3.32962
H: 0.01987 -0.00675 6.48927
H: -4.64320 1.67875 0.78730
C: 0.12901 -3.88793 -3.69950
H: 3.85300 -2.77254 -3.74529
H: -1.63381 1.82229 6.52658
H: 1.90008 2.88490 -6.57854
H: -1.93390 1.90569 -2.89856
O: -2.09318 4.78232 2.97652
H: 5.25064 -2.65116 -4.82110
C: 4.70759 -2.16016 -4.01460
C: -1.06706 -1.80185 -2.80561
C: 3.09194 -3.85730 -1.54181
C: -0.88255 -0.07181 5.89662
H: 6.15622 -1.16586 0.09244
C: -4.92741 4.04081 2.17948
C: -3.89295 2.07733 5.03152
H: 4.97875 -0.12873 1.96813
H: -4.68549 1.40401 2.51890
H: 2.60604 -1.93329 1.29082
H: -0.56834 -4.92622 0.09916
N: 0.34884 1.66269 0.04319
H: 4.92044 -1.86733 2.18546
S: -0.03228 3.48095 -5.19235
H: -3.90898 3.83076 -0.16444
O: 2.53472 0.01102 0.73278
H: -0.72404 -4.27860 -4.25985
C: -2.62902 3.46166 3.06185
H: -4.77571 1.81545 4.44916
H: -4.72817 5.11168 2.27365
C: 4.56464 -1.05221 1.55084
H: -2.29575 0.61791 -0.79034
C: 4.04643 1.33461 -5.55943
C: -1.04331 -2.20613 -0.55672
H: -2.40900 -1.49579 -4.47947
C: -2.97498 0.88287 5.13578
H: -2.99137 0.05380 -2.31039
C: 3.87940 -4.99115 -1.47111
H: 4.17032 2.23520 -6.13652
H: -1.76501 3.65955 -3.00447
C: -4.06068 1.76873 1.70666
H: 1.05241 -4.25134 0.17535
C: -1.82117 0.94673 5.91479
Ba: 1.18281 -0.44273 -1.67067
H: 0.55003 -5.21043 -1.21218
H: -0.71846 2.91401 3.83122
H: -3.95272 4.17116 4.58423
C: 2.99570 0.98738 -4.76818
H: -0.70780 -1.55253 -4.91730
C: -2.59648 -0.27728 -1.34764
H: 5.37351 -2.09206 -3.15320
N: 3.13645 -0.22131 -4.10924
C: -1.10629 -1.18341 5.09818
H: -1.00478 0.48899 1.21907
H: -2.59424 4.69877 0.64562
C: -1.42925 -2.21962 0.89685
H: -1.37050 -0.11808 -4.15013
C: -0.30276 -3.22488 -1.19358
C: 0.21536 -4.45571 -0.49952
C: 1.77048 1.79834 -4.67876
H: 1.40954 3.50541 -0.33620
H: -2.37751 3.02760 0.11627
H: -2.45663 -2.19924 3.78411
N: 3.44626 -2.66466 -1.05522
C: -1.40505 -1.21264 -4.14831
C: 5.11290 -4.89493 -0.84997
H: 5.76469 -5.75434 -0.76429
H: -0.80499 -1.59369 1.54574
C: 3.05095 -0.99547 1.62196
C: -1.23049 2.73358 -2.79937
C: -3.65288 3.23552 1.89211
C: 5.49718 -3.66483 -0.34135
C: -3.20475 -0.27587 4.40096
H: 4.67839 -0.43955 -0.51892
H: 2.12444 -3.88723 -2.02093
C: -0.08970 2.56052 -3.74539
C: 5.06901 -1.24094 0.11085
H: -4.26090 2.32417 6.03115
H: 6.45605 -3.54053 0.14543
N: 0.17197 3.48277 1.35323
H: 2.90073 0.86270 0.99796
Cl: 0.09473 -2.43619 5.01213
H: -3.44164 -0.71353 -0.80523
H: 3.52155 -5.92089 -1.89178
C: -0.33134 -2.97756 -2.59077
C: 4.64787 -2.57031 -0.46385
S: 5.22127 0.10011 -5.54405
H: 0.77611 -3.37844 -4.42061
H: -2.41084 3.63157 5.16150
H: -1.65833 1.53735 3.26885
H: -1.34315 -3.22784 1.30597
H: -2.46733 -1.90047 1.03875
C: 0.71969 2.95394 0.28376
H: 2.70775 -0.79577 2.63907
C: -1.51759 -1.30984 -1.54643
H: -3.20552 1.09860 1.60770
N: -0.60306 2.48866 1.81883
C: -3.22938 3.35788 4.49013
H: -4.11241 -0.37118 3.81786
H: -0.87624 2.75108 -1.77251
H: -5.43615 3.70299 3.08304
H: -5.62341 3.92190 1.34784
C: -2.27786 -1.30952 4.37226
C: 1.40788 2.68837 -5.64133

--- two ---
Molecular formula: C42H56BaClN6O2S2
Method: DFT, ωB97M-V/def2-TZVPD

Summary:
HOMO-LUMO gap in eV: 6.86
Net charge: +1

Atoms and positions in Å:
H: -0.09751 2.83126 -5.71823
H: -4.71332 -2.27140 1.39441
N: 0.26397 -0.55938 -3.19276
C: 1.23010 -3.72392 1.75936
O: 2.02873 6.81506 4.85033
C: -3.34470 4.28685 3.03063
N: -0.38324 3.67145 3.08326
C: 1.47645 -1.20930 3.52820
H: -4.19824 -4.49446 0.40706
H: 3.18366 -2.82685 -1.89058
H: -3.62004 1.67344 -1.28389
C: -1.23918 -2.92994 0.05774
H: 0.16624 5.86511 6.47848
H: -0.42902 0.54250 -6.27001
H: 2.94264 1.27940 2.83234
C: -2.26169 5.64252 1.35832
C: -0.93853 6.62667 4.79186
C: 0.52826 4.29751 -1.07275
C: 0.03808 2.87962 -4.65067
H: 1.17354 -4.46533 0.95945
H: 3.96038 1.47070 1.39403
H: -2.12261 5.90305 0.31703
H: -4.74811 0.23841 0.35138
H: 0.01765 3.79765 -0.25004
H: 0.84263 -2.82177 -2.03582
H: -0.63282 -3.47915 -2.76699
H: 4.28163 0.70140 -0.69544
N: 0.87484 4.05198 2.79752
H: -3.63367 -0.28358 2.52967
C: -2.71128 5.02122 4.01774
H: 1.79713 5.25419 7.57490
H: 1.77022 -0.26906 3.99821
H: 4.48897 0.46005 2.72069
H: 2.44703 2.48475 6.32775
C: 2.05373 -1.33728 2.14566
C: 0.05253 0.43322 -4.13160
S: -0.19730 -1.72933 -5.40229
H: -4.02617 3.48500 3.28262
H: -0.37728 7.48478 4.41666
H: 2.42771 5.40679 2.91685
C: 1.89221 -2.44955 1.31137
H: -2.75593 0.14086 -1.14229
H: -1.59420 7.00666 5.57708
H: -0.22094 -3.08211 -0.26721
H: -0.98770 7.19076 2.09668
H: 1.49572 2.60765 4.85999
C: -1.63186 6.36054 2.36612
H: 0.82672 3.15607 6.39805
H: 3.29928 4.35126 7.51794
C: 3.03803 -3.26595 -0.90014
H: -0.44710 4.61609 5.42020
C: -3.02736 1.05389 -0.60753
N: -1.50584 -1.72352 0.57243
H: -2.89113 4.77016 5.05730
C: 4.26366 -0.39331 -0.73520
C: 2.66297 -2.24080 0.13894
N: 0.59072 2.17994 1.71499
H: 4.13791 5.28641 4.58735
C: 3.60734 0.75398 2.14315
C: -1.79063 6.01820 3.70199
C: -3.06730 4.57774 1.70410
H: 3.59202 3.72082 3.94131
Ba: 0.71763 0.13851 -0.30208
C: 0.16726 -1.74756 -3.72461
C: 1.43364 5.51111 4.81681
C: 0.14338 1.85374 -3.76631
C: -0.22265 -0.02629 -5.37849
S: 0.14431 4.36948 -3.83765
H: -1.87759 -4.90749 -0.44968
C: 1.73224 3.11425 5.79369
H: -2.10304 0.29885 1.89466
H: 3.26937 5.99399 6.90607
C: -0.51929 2.55489 2.41240
C: -2.74287 -1.50762 1.03918
C: -3.44334 -3.71970 0.44512
H: 0.82946 6.11894 2.86273
C: 2.36208 4.50078 5.58532
H: -1.42652 1.98048 2.45386
H: 2.01544 7.14056 5.75736
C: 3.69573 4.32325 4.84743
H: 0.21760 -3.56138 2.13602
H: 3.97898 -3.75698 -0.63529
C: -3.04703 -0.16159 1.61678
H: 0.93590 -3.73591 -3.53726
C: 0.02605 5.59531 5.42849
H: 1.81803 -2.01809 4.18085
C: 3.29431 -0.98420 0.25547
H: 5.29500 -0.71856 -0.56936
H: 4.39825 3.79478 5.49367
H: -2.01398 2.56755 0.08493
C: 2.68826 5.07179 6.97227
H: -4.09437 1.66519 1.13993
H: 1.59107 4.36795 -0.83071
C: 0.33231 3.53905 -2.34680
H: 4.01488 -0.67217 -1.76394
C: 2.95308 -0.44878 1.51345
C: 1.41207 5.31156 3.29171
Cl: -3.72957 3.56411 0.43721
O: -1.79121 1.70867 -0.30261
H: 2.44837 3.25701 1.61321
H: 1.79367 -4.18382 2.57673
C: -2.16436 -3.95144 -0.03274
C: -3.73145 -2.48550 0.99112
H: 0.38208 -1.24879 3.52989
C: -3.81607 0.73170 0.64348
C: 1.43535 3.16934 1.97120
C: 0.33623 -3.02218 -2.97333
H: 0.13952 5.30969 -1.16172
H: 2.29001 -4.05622 -0.99829
N: 0.31669 2.24232 -2.45286

Least stable = two